1.
Computed, not measured: a 6-piece molecular cluster, C40H90BBrN2O10PS2 overall, with the ωB97M-V functional and the def2-TZVPD basis.

As for the net charge: +1. The calculation puts the LUMO energy at -0.10875 hartree. Its calculated total energy is -168048.8820 eV. Its orbital gap is 7.419 eV. Its molar mass is 944.99 g mol⁻¹. The HOMO energy is -10.4 eV.

Each line ends with the Mulliken charge.
Atoms and positions in Å:
C  7.75476  0.85649  3.29084  -0.83
C  7.38009  -0.75408  3.30514  -0.53
C  5.92509  -0.92567  4.03753  -0.16
C  4.79622  -1.27663  2.84686  0.30
O  3.55872  -1.73104  3.16273  0.25
N  2.38866  -1.26718  3.33575  1.04
B  2.51321  0.15737  3.93908  -0.45
O  1.54024  0.72674  4.94890  -0.60
O  3.51889  1.20456  3.77169  -0.78
C  2.01697  -2.22862  4.51571  0.93
C  2.92403  -2.00286  5.85876  -0.99
C  2.33077  -3.82313  4.10407  -0.41
S  3.92742  -4.57500  4.68714  -0.07
C  5.08073  -5.07652  3.31746  -0.11
C  4.72580  -6.64056  2.90930  -0.81
C  0.48285  -2.20821  5.02253  0.01
N  0.25501  -1.61700  6.44189  -0.74
C  -1.08498  -1.24596  6.47720  0.19
S  -2.80326  -1.21908  6.53328  -0.13
O  -0.36444  -1.36145  4.21342  -0.50
C  -0.19626  -1.56182  2.75145  -0.25
C  -0.85158  -3.04977  2.63624  -0.80
C  -1.36770  -0.56349  2.19744  0.80
C  -2.92042  -1.04589  2.48305  -0.54
C  -3.67720  -1.76821  1.22266  -0.15
C  -4.17725  -3.29620  1.68514  -0.43
O  -3.64213  -4.36819  0.83279  -0.58
C  1.35524  -1.30838  2.17604  2.28
C  1.53940  -2.33594  0.93951  -1.60
Br  3.36850  -3.12464  0.43355  0.07
C  1.02890  -1.91981  -0.55912  -0.34
C  -0.55292  -1.88304  -0.91175  -0.48
P  1.58665  0.35058  1.31550  0.13
C  0.65238  1.90452  1.66892  -0.77
C  -0.27099  2.32038  0.33307  -0.73
C  3.08678  0.89418  0.45619  -0.23
C  4.05525  0.06302  -0.51224  -0.85
H  8.28415  1.07208  4.32504  0.26
H  8.44092  1.05642  2.36157  0.32
H  6.74281  1.43467  3.14305  0.16
H  7.36803  -1.09555  2.16475  0.25
H  8.23538  -1.41525  3.81011  0.37
H  5.99230  -1.93356  4.67408  0.29
H  5.59890  -0.03834  4.72488  0.05
H  5.40802  -2.08925  2.21107  0.10
H  4.88095  -0.30269  2.15755  -0.47
H  0.69457  1.00182  4.49004  0.26
H  3.94088  1.37783  4.68154  0.38
H  2.63831  -2.90494  6.59163  0.44
H  4.08054  -1.99635  5.71941  -0.17
H  2.72032  -1.05744  6.51851  0.33
H  1.51654  -4.57201  4.55899  0.27
H  2.27161  -4.02669  2.95648  -0.01
H  5.15932  -4.34665  2.40849  -0.07
H  6.17642  -5.12387  3.79046  0.43
H  3.57991  -6.80363  3.12197  0.20
H  5.06141  -6.93880  1.82877  0.30
H  5.30797  -7.31114  3.70720  0.27
H  -0.02911  -3.27255  5.20718  0.49
H  -0.08122  -3.94991  2.79858  0.06
H  -1.40171  -3.30507  1.64272  -0.08
H  -1.65059  -3.27762  3.49780  0.32
H  -1.24421  -0.15034  1.12518  -0.87
H  -1.30260  0.40578  2.90004  0.06
H  -3.55290  -0.04520  2.66631  0.41
H  -3.05190  -1.62193  3.52161  -0.12
H  -4.70264  -1.19495  1.00415  0.41
H  -3.09777  -1.75691  0.21020  0.03
H  -3.92648  -3.49887  2.83504  0.20
H  -5.35648  -3.36027  1.61638  0.29
H  -3.08640  -4.99184  1.42196  0.34
H  1.07978  -3.43645  1.06451  0.46
H  1.52573  -1.01135  -1.07896  -0.07
H  1.39570  -2.83806  -1.24624  0.63
H  -0.64228  -2.16066  -2.07657  0.48
H  -1.23154  -2.67892  -0.39863  0.09
H  -1.01410  -0.78028  -0.90939  -0.18
H  0.07093  2.02989  2.67950  0.42
H  1.43642  2.81154  1.71057  0.59
H  -1.13874  3.06034  0.59458  0.27
H  -0.62555  1.38936  -0.28110  -0.06
H  0.45475  2.92260  -0.39992  0.35
H  3.82994  1.42692  1.23228  0.23
H  2.76857  1.83381  -0.22495  0.39
H  3.59755  -0.55625  -1.38416  0.23
H  4.85134  -0.65344  0.01748  0.11
H  4.75528  0.87013  -1.05520  0.39
C  -4.21618  2.71994  -2.69107  -1.30
C  -4.01158  2.91666  -1.19742  0.88
C  -5.18875  3.64415  -0.56780  -1.54
O  -2.82036  3.66796  -0.97885  -0.48
H  -4.30629  3.68383  -3.20458  0.29
H  -3.35573  2.20610  -3.13293  0.32
H  -5.11685  2.13150  -2.89205  0.36
H  -3.87865  1.94324  -0.71283  0.04
H  -5.31335  4.64079  -1.00596  0.36
H  -5.02211  3.78965  0.50493  0.38
H  -6.11862  3.08346  -0.70502  0.38
H  -2.92934  4.53395  -1.40573  0.32
C  -4.19486  3.54241  -7.80380  -1.31
C  -3.64455  2.81467  -6.58761  0.58
C  -2.58234  1.80095  -6.98194  -1.24
O  -4.70892  2.14634  -5.91555  -0.53
H  -4.66763  2.84037  -8.49987  0.33
H  -4.96699  4.25993  -7.50609  0.30
H  -3.40265  4.08003  -8.33410  0.37
H  -3.21845  3.54026  -5.88618  0.27
H  -2.99790  1.03716  -7.64882  0.22
H  -2.20421  1.27618  -6.09803  0.31
H  -1.74171  2.28628  -7.48756  0.37
H  -5.09329  1.50006  -6.53088  0.34
C  2.61506  -4.43359  9.59600  -1.08
C  2.90724  -3.29977  10.56587  0.36
C  1.69939  -2.98900  11.43531  -1.22
O  3.27400  -2.13391  9.83274  -0.54
H  1.79516  -4.16863  8.91892  0.17
H  3.48916  -4.63800  8.96845  0.26
H  2.34495  -5.35004  10.12987  0.43
H  3.75836  -3.56881  11.20089  0.32
H  0.84704  -2.67279  10.82348  0.28
H  1.92022  -2.16291  12.11977  0.32
H  1.40178  -3.86208  12.02440  0.39
H  2.52416  -1.88770  9.26604  0.33
C  -4.55790  8.92287  -8.11206  -1.29
C  -5.07374  7.68911  -8.83547  0.42
C  -6.41279  7.95764  -9.50349  -1.30
O  -5.21675  6.62045  -7.90342  -0.46
H  -5.25136  9.23252  -7.32205  0.35
H  -3.59958  8.71123  -7.62578  0.31
H  -4.42207  9.75897  -8.80514  0.37
H  -4.34393  7.37190  -9.58832  0.24
H  -7.17202  8.23303  -8.76285  0.34
H  -6.77769  7.05751  -10.00973  0.32
H  -6.33266  8.76476  -10.23834  0.38
H  -5.86300  6.89325  -7.23113  0.31
C  -1.94826  1.22973  -11.71198  -1.29
C  -1.39795  0.50199  -10.49578  0.64
C  -0.33574  -0.51173  -10.89011  -1.40
O  -2.46232  -0.16635  -9.82373  -0.53
H  -2.42103  0.52769  -12.40805  0.34
H  -2.72039  1.94725  -11.41427  0.29
H  -1.15604  1.76735  -12.24228  0.36
H  -0.97185  1.22758  -9.79436  0.21
H  -0.75130  -1.27553  -11.55700  0.35
H  0.04240  -1.03650  -10.00620  0.34
H  0.50489  -0.02640  -11.39574  0.36
H  -2.84668  -0.81262  -10.43906  0.33

2.
Computed, not measured: one molecule with the formula C4H7NO2S, with the ωB97M-V functional and the def2-TZVPD basis.

As for the SMILES: CO/C(=N\S)C(C)=O. The calculation puts the LUMO energy at -0.01275 hartree. Its calculated total energy is -20678.6812 eV. Its orbital gap is 8.334 eV. Its molar mass is 133.17 g mol⁻¹. Its energy relative to the best compared isomer or geometry (same formula, charge and spin) is 93.51 kcal/mol. The HOMO energy is -8.7 eV.

Each line ends with the natural charge from an NBO analysis.
Atoms and positions in Å:
C  -1.32118  2.15666  0.29539  -0.26
C  -0.01691  0.09121  -0.02541  0.42
C  -1.28126  -0.72135  0.00906  0.49
C  -1.11946  -2.14805  0.34695  -0.72
H  -1.99436  2.29630  -0.54823  0.22
H  -1.95256  1.40935  1.11847  0.19
H  -1.06206  3.17462  0.99365  0.22
H  3.26648  -1.01710  0.12466  0.11
H  -2.15424  -2.56069  0.52064  0.24
H  -0.64888  -2.71915  -0.52570  0.27
H  -0.61854  -2.36347  1.37121  0.24
N  1.02462  -0.67901  0.00103  -0.61
O  -0.01982  1.44082  -0.06607  -0.51
O  -2.35320  -0.27581  -0.61197  -0.55
S  2.46305  0.05890  -0.08709  0.25

Which of these has the highest calculated total energy? C4H7NO2S

Which formula does entry 1 have? C40H90BBrN2O10PS2